No. 1
{
  "formula": "C24H26N10O3Rb",
  "method": "the ωB97M-V functional and the def2-TZVPD basis",
  "homo_lumo_gap_ev": 8.55,
  "multiplicity": 1,
  "energy_ha": -1727.3462,
  "charge": 1,
  "lumo_energy_ev": -2.55,
  "elements": ["Rb", "C", "C", "C", "C", "C", "C", "N", "C", "C", "C", "C", "C", "N", "C", "C", "C", "C", "C", "C", "N", "H", "H", "H", "H", "H", "H", "H", "H", "H", "H", "H", "H", "H", "H", "H", "N", "N", "C", "N", "N", "N", "O", "O", "H", "H", "H", "H", "H", "N", "C", "O", "C", "C", "C", "C", "N", "C", "H", "H", "H", "H", "H", "H"],
  "positions_angstrom": [[0.42151, 0.21715, -0.62701], [3.66180, -1.29002, -0.10633], [4.14547, 0.12101, -0.21980], [5.50481, 0.38060, -0.34638], [5.92355, 1.69077, -0.46444], [4.97392, 2.69403, -0.44090], [3.62693, 2.35903, -0.29274], [3.22116, 1.09048, -0.19306], [2.58670, 3.44383, -0.27322], [2.98310, 4.78211, -0.23236], [2.02877, 5.77642, -0.30405], [0.69933, 5.41003, -0.38236], [0.37649, 4.05779, -0.35350], [1.29795, 3.09083, -0.31442], [-1.06287, 3.67269, -0.36285], [-1.99964, 4.49468, 0.25398], [-3.33969, 4.15554, 0.16567], [-3.69240, 3.01718, -0.52912], [-2.69339, 2.21665, -1.08062], [-3.02196, 0.95177, -1.80869], [-1.40029, 2.54237, -0.98465], [4.48970, -1.99473, -0.16081], [2.96502, -1.53584, -0.90916], [3.13616, -1.44524, 0.83557], [6.20352, -0.44388, -0.36256], [6.97241, 1.92868, -0.58015], [5.29215, 3.71597, -0.55501], [4.02073, 5.05919, -0.15235], [2.32021, 6.81754, -0.30481], [-0.07390, 6.15810, -0.47492], [-1.69132, 5.37611, 0.79633], [-4.09320, 4.77990, 0.62714], [-4.72728, 2.72539, -0.64901], [-3.92537, 1.05530, -2.40913], [-3.18016, 0.13754, -1.10101], [-2.20480, 0.68426, -2.47843], [0.60744, -0.66286, 2.89666], [0.71086, -2.05156, 3.01077], [0.63204, -2.85944, 1.92505], [0.61540, -4.17063, 2.17914], [0.63743, -2.22921, 0.75513], [0.48506, -3.00247, -0.36548], [0.21567, -4.19442, -0.36438], [0.61013, -2.35442, -1.39125], [1.43977, -0.22828, 3.27725], [-0.20870, -0.34645, 3.40685], [0.77341, -2.47130, 3.92595], [0.55213, -4.48570, 3.13137], [0.46758, -4.81946, 1.42363], [-2.19072, -4.82777, -2.60840], [-3.34521, -4.67748, -1.91771], [-4.37872, -5.25155, -2.19784], [-3.29215, -3.73910, -0.74868], [-4.07377, -4.02400, 0.36591], [-4.00661, -3.16917, 1.45135], [-3.17194, -2.06251, 1.37512], [-2.44192, -1.75856, 0.30566], [-2.52150, -2.58573, -0.73631], [-2.20344, -5.47446, -3.37937], [-1.30885, -4.50997, -2.24051], [-4.70960, -4.89859, 0.34695], [-4.59025, -3.34262, 2.34437], [-3.10376, -1.38274, 2.21840], [-1.94493, -2.31277, -1.61446]],
  "forces_ev_per_a": [[-0.202, 0.744, 0.122], [-0.032, -0.198, -0.006], [0.015, 0.103, -0.001], [-0.088, -0.038, -0.002], [-0.039, -0.021, 0.007], [-0.036, -0.091, 0.004], [0.062, 0.160, -0.040], [0.256, -0.012, 0.026], [0.038, 0.051, -0.013], [-0.030, -0.032, 0.003], [-0.053, -0.103, -0.002], [0.078, 0.070, 0.013], [0.035, 0.005, 0.069], [0.105, 0.125, -0.034], [-0.072, 0.037, 0.150], [-0.019, -0.031, -0.048], [0.035, 0.010, -0.005], [-0.070, -0.206, -0.065], [0.151, 0.276, 0.052], [-0.056, -0.079, -0.136], [-0.129, -0.075, -0.127], [0.005, 0.010, 0.015], [0.004, 0.030, -0.019], [-0.003, 0.036, 0.022], [0.048, 0.027, -0.004], [0.001, 0.016, -0.002], [0.002, 0.023, -0.010], [0.012, -0.003, 0.005], [-0.005, 0.020, -0.001], [-0.014, -0.008, 0.000], [0.016, 0.007, 0.003], [-0.015, -0.009, -0.005], [-0.021, 0.040, 0.037], [-0.022, 0.026, 0.046], [0.008, -0.022, -0.001], [-0.002, -0.015, 0.015], [0.053, -0.112, 0.051], [-0.038, 0.011, 0.000], [0.002, 0.207, 0.298], [-0.024, 0.082, 0.076], [-0.072, -1.195, -0.051], [0.205, 0.824, 0.457], [-0.074, -0.240, 0.031], [-0.030, -0.536, -0.743], [-0.030, 0.027, -0.034], [0.032, 0.052, -0.044], [-0.013, 0.004, -0.037], [0.002, -0.067, -0.018], [0.007, 0.063, -0.055], [0.027, 0.097, -0.054], [-0.203, -0.053, 0.002], [0.083, 0.007, -0.006], [-0.030, -0.001, 0.171], [0.109, 0.097, -0.105], [0.004, -0.017, -0.015], [-0.060, -0.028, 0.141], [0.008, 0.111, -0.071], [0.022, -0.152, -0.058], [0.071, -0.010, 0.007], [0.010, -0.058, -0.020], [-0.029, -0.007, 0.044], [-0.017, -0.022, 0.004], [0.024, 0.035, -0.027], [0.001, 0.004, -0.008]],
  "mulliken_charge": [0.803, -0.815, 0.598, -0.741, -0.676, -0.808, 0.747, 0.122, 0.693, -0.774, -0.707, -0.907, 0.636, 0.164, 0.325, -0.895, -0.530, -0.665, 0.794, -1.151, -0.226, 0.410, 0.099, 0.010, 0.379, 0.443, 0.219, 0.254, 0.455, 0.488, 0.488, 0.452, 0.411, 0.435, 0.093, 0.294, -0.442, -0.225, 0.565, -0.371, -0.135, 1.235, -0.831, -0.701, 0.243, 0.256, 0.136, 0.183, 0.189, -0.277, -0.066, -0.626, 0.280, -0.208, -0.753, -0.492, -0.118, -0.296, 0.221, 0.183, 0.514, 0.445, 0.449, 0.730]
}



No. 2
{
  "formula": "C24H26N2O5",
  "method": "the ωB97M-V functional and the def2-TZVPD basis",
  "homo_lumo_gap_ev": 6.60,
  "smiles": "COc1ccc(C=C2C(=O)OC(C)(C)OC2=O)cc1.C=C1N(C)c2ccccc2N1C",
  "multiplicity": 1,
  "energy_ha": -1415.8187,
  "charge": 0,
  "lumo_energy_ev": -0.35,
  "elements": ["C", "O", "C", "C", "C", "C", "C", "C", "C", "O", "O", "C", "C", "C", "O", "C", "O", "C", "C", "H", "H", "H", "H", "H", "H", "H", "H", "H", "H", "H", "H", "H", "H", "C", "C", "N", "C", "C", "C", "C", "C", "C", "C", "N", "C", "H", "H", "H", "H", "H", "H", "H", "H", "H", "H", "H", "H"],
  "positions_angstrom": [[1.37458, -4.31056, 3.20587], [1.91683, -3.23958, 2.41000], [1.21492, -2.07663, 2.38332], [1.89195, -0.93329, 1.87710], [1.15429, 0.15887, 1.49574], [-0.25849, 0.10753, 1.51571], [-0.98020, 1.10735, 0.77260], [-2.35054, 1.04092, 0.54414], [-2.98105, 2.28511, 0.05347], [-2.33952, 3.30965, -0.14345], [-4.31501, 2.24065, -0.23119], [-5.04082, 1.03456, 0.14175], [-5.29303, 0.96016, 1.64251], [-6.35119, 1.08724, -0.64081], [-4.30096, -0.11947, -0.31980], [-2.98367, -0.20937, 0.07899], [-2.40955, -1.27616, -0.04081], [-0.90620, -0.92083, 2.23075], [-0.16521, -1.98538, 2.71233], [2.19384, -5.02077, 3.22040], [1.13186, -3.96669, 4.21946], [0.47966, -4.75148, 2.74768], [2.97272, -0.96319, 1.72079], [1.61385, 1.07607, 1.12361], [-0.51077, 2.08145, 0.66151], [-4.35676, 0.98854, 2.22180], [-5.92541, 1.81450, 1.92816], [-5.82915, 0.02041, 1.85101], [-6.13815, 1.19147, -1.71090], [-6.91627, 0.16804, -0.46044], [-6.92042, 1.95683, -0.29597], [-1.98698, -0.89271, 2.40302], [-0.67674, -2.79705, 3.23564], [-0.16096, 0.56903, -1.23129], [1.14979, 0.49945, -1.71174], [1.92241, -0.62698, -1.86789], [1.47416, -1.97494, -1.59566], [3.25046, -0.27704, -2.10114], [4.41402, -1.03282, -1.94755], [5.62385, -0.34134, -1.85709], [5.66389, 1.06423, -1.91363], [4.49301, 1.81082, -2.08054], [3.28973, 1.11065, -2.17542], [1.98606, 1.55633, -1.98519], [1.61229, 2.94936, -1.87123], [-0.72401, 1.47823, -1.46055], [-0.67892, -0.37307, -1.05222], [2.29885, -2.64926, -1.83697], [1.19506, -2.09207, -0.53735], [0.60796, -2.22490, -2.22286], [4.33847, -2.11308, -1.89491], [6.55336, -0.89638, -1.73556], [6.62050, 1.57388, -1.82114], [4.48400, 2.89305, -2.11950], [2.52451, 3.54969, -1.90580], [0.96709, 3.26027, -2.70537], [1.08605, 3.12070, -0.92345]],
  "forces_ev_per_a": [[0.271, 0.407, -0.344], [-0.284, 0.118, 0.849], [-0.735, 0.535, -0.445], [0.009, -0.755, 0.215], [-0.829, -0.043, 0.176], [0.495, -0.525, 0.892], [-0.427, 0.301, 0.629], [-0.672, 0.112, -1.181], [0.980, 0.434, -0.064], [-1.079, -0.790, 0.103], [0.056, -0.392, 0.401], [0.469, 0.087, -0.538], [0.027, 0.057, 0.078], [0.492, -0.013, 0.056], [0.096, 0.522, 0.447], [0.280, -0.274, 0.449], [-0.738, 0.568, -0.183], [0.522, 0.660, -0.169], [0.847, -0.573, -0.197], [-0.178, -0.273, 0.201], [0.126, -0.068, -0.186], [0.216, 0.119, -0.003], [-0.322, -0.085, 0.176], [0.081, -0.398, -0.127], [-0.292, -0.060, 0.301], [-0.372, -0.020, -0.232], [0.239, -0.319, -0.003], [0.200, 0.370, -0.006], [-0.056, -0.058, 0.271], [0.064, 0.185, -0.041], [0.054, -0.208, -0.115], [0.538, 0.007, -0.168], [0.256, 0.253, -0.254], [0.431, 0.128, -1.274], [-0.392, 0.066, 0.336], [-0.075, -0.208, 0.065], [-0.253, -0.091, 0.030], [0.199, -0.177, 0.782], [-0.183, 0.350, -0.325], [-0.101, 0.149, -0.178], [-0.266, -0.174, -0.195], [-0.048, -0.424, -0.276], [0.227, 0.189, 0.716], [-0.051, 0.409, -0.235], [-0.172, 0.016, -0.111], [0.255, -0.490, -0.192], [0.063, 0.337, -0.427], [-0.275, 0.017, 0.088], [0.102, -0.004, -0.287], [0.208, 0.072, 0.162], [0.277, 0.106, 0.136], [-0.247, 0.132, -0.016], [-0.212, -0.090, -0.038], [0.252, -0.073, 0.095], [-0.262, -0.051, 0.106], [0.095, -0.107, 0.270], [0.091, 0.037, -0.221]],
  "mulliken_charge": [-0.899, -0.418, 0.880, -0.680, -0.168, 0.581, -0.503, 0.521, -0.209, -0.686, -0.352, 1.551, -1.409, -1.654, -0.405, 0.519, -0.630, -0.874, -0.568, 0.263, 0.361, 0.334, 0.373, 0.396, 0.661, 0.294, 0.400, 0.332, 0.397, 0.384, 0.378, 0.324, 0.393, -1.019, -0.411, 0.210, -1.018, 1.114, -1.033, -0.677, -0.662, -0.939, 1.010, 0.121, -0.808, 0.547, 0.445, 0.337, 0.316, 0.329, 0.307, 0.376, 0.369, 0.325, 0.286, 0.293, 0.297]
}



Question: What is the formula in the first record?
Answer: C24H26N10O3Rb



Question: Number 2 is which compound?
Answer: C24H26N2O5



Question: Which formula does entry 1 have?
Answer: C24H26N10O3Rb